167
Properties=species:S:1:pos:R:3:forces:R:3 method="wB97M-V/def2-TZVPD" homo_energy_ha=-0.115 relative_energy_ev=0.8463 charge=-1
H -16.9771 -7.7135 -0.7610 -0.3 0.3 -0.5
H -18.0065 -0.9263 -4.6895 0.0 -0.4 0.0
Br -13.8430 -1.6518 10.5598 0.3 0.2 -0.8
C -8.7434 -6.7796 0.7931 0.7 0.6 1.0
H -14.4320 -4.0813 -6.4624 0.0 -0.3 -0.1
H -13.3235 0.4753 3.4128 0.2 0.2 -0.3
H -8.2170 -1.6951 -1.2287 0.2 -0.3 -0.1
H -8.9812 -7.8348 0.9314 -0.5 0.1 -0.1
C -16.9801 0.7746 -1.9234 1.6 -0.8 -0.5
N -18.6829 -6.1450 0.4327 -0.3 0.7 -0.3
H -13.3621 -4.2026 5.1335 -0.9 -0.3 -0.4
C -10.6815 3.1997 2.2727 0.0 0.4 0.3
H -10.8707 3.6885 3.2196 0.3 0.3 -0.2
H -20.8976 -8.4707 2.4262 -0.1 -0.5 -0.2
C -18.3530 -4.7793 2.3798 0.4 -0.4 1.6
C -13.8982 -3.6801 3.0374 0.3 0.3 0.2
H -20.3348 -6.1114 -1.6730 -0.1 -0.1 0.4
H -17.5152 -8.9165 0.2932 -0.6 0.2 0.5
Br -18.9090 -2.5569 5.6381 0.7 0.7 0.3
H -13.7683 -0.9964 -2.8930 -0.5 -0.1 -0.4
H -12.6518 -6.9950 -2.5308 -0.3 0.1 0.1
H -14.5346 -5.1719 1.5997 0.1 -0.2 -0.1
Br -12.6137 -3.5560 8.2842 0.1 1.1 0.3
O -18.1965 -2.4638 -0.4089 2.1 0.0 -0.4
C -14.0059 -2.9605 -4.6981 0.6 -0.6 0.6
H -7.4487 -6.1532 -1.7775 -0.1 -0.4 -0.1
H -16.5868 -1.3264 -3.6669 0.3 0.4 -0.4
H -11.5786 0.1859 1.5442 0.1 -0.3 0.0
H -16.8643 1.0668 -4.0394 -0.2 0.4 0.0
H -18.7423 -3.4797 -4.0155 0.2 0.3 -0.3
C -14.7871 -5.3667 -4.7142 -0.9 1.3 0.9
Br -9.4829 4.3232 1.1872 -0.6 -0.5 0.4
O -13.7674 -4.5309 -1.1974 0.4 0.8 0.1
H -9.4663 -7.4748 -1.6407 -0.6 -0.1 0.4
C -17.5767 -0.8640 -3.6865 -0.3 -0.9 0.2
H -8.7022 -6.3150 1.7830 0.0 -0.2 0.1
H -18.1176 -9.0144 -1.2995 0.2 0.2 -0.3
H -9.9045 -2.0399 -1.2037 -0.1 -0.6 -0.3
C -8.9706 -2.2574 -0.6714 -0.4 0.9 0.1
H -15.0528 -1.9999 -2.0600 -0.4 0.0 -1.0
C -17.5721 -0.1982 -0.8479 0.1 1.8 -0.5
C -12.9364 -3.7473 4.2322 1.0 0.1 1.2
C -8.5971 -3.7386 -0.5418 -1.3 -0.8 0.0
C -17.8765 -8.2824 -0.5216 0.4 -1.0 -0.2
C -15.2740 -6.4730 -2.5774 -0.1 0.5 -0.2
C -7.3660 -3.8789 0.3549 0.7 -0.5 -2.1
H -18.7909 1.0791 0.5343 0.7 0.3 -0.3
H -11.5765 -2.4577 5.3848 -0.6 -0.5 0.8
C -15.3092 -3.4991 3.6509 -0.3 -0.2 -1.1
O -17.8315 -5.3335 -0.3557 0.1 -0.1 0.3
H -14.9830 -6.3288 -5.1864 0.6 0.0 -0.3
C -8.3739 -4.2611 -2.0054 1.4 -0.3 0.3
H -12.4319 -0.7980 0.3554 -0.3 0.1 0.1
H -11.9500 -6.3151 -0.2519 0.0 0.5 0.1
H -17.0181 -0.7369 1.1817 -0.1 -0.2 -0.3
H -8.9721 -3.7809 -2.7800 -0.4 0.2 0.4
H -15.7925 -4.9500 -4.5840 -0.1 -0.1 0.2
C -14.0347 -4.2957 -5.4686 0.6 0.5 -0.1
C -12.4731 -2.3938 4.7629 0.2 -0.8 -0.4
H -13.3066 -1.9589 5.3162 0.2 0.3 -0.1
H -16.7865 1.8218 -1.6720 -1.1 0.0 0.6
H -20.5795 -8.9351 -0.0231 0.3 0.0 -0.3
H -21.0802 -7.3269 0.4103 0.0 0.1 -0.2
H -12.1185 -4.4562 4.0721 0.4 0.5 -0.6
H -15.5971 -0.5555 0.2142 -0.1 0.1 -0.5
H -20.4819 -1.8339 -3.3584 0.5 0.1 -0.6
C -19.0782 -7.3634 -0.2989 0.6 0.6 0.0
C -17.0270 -6.9567 2.1909 0.4 0.9 2.0
H -12.8538 -7.0713 -4.2660 -0.4 0.0 0.0
C -12.7886 -1.3786 2.4039 -1.9 0.3 1.7
H -15.5817 -4.4210 4.1670 -0.1 0.0 0.0
H -12.0298 -5.7340 -3.5327 -0.1 0.1 -0.1
H -17.0504 -8.0296 2.3897 -0.4 -0.2 -1.1
C -11.9148 -1.5560 3.6714 0.2 0.6 -0.7
H -13.9581 -5.7871 3.1684 0.0 -0.3 -0.2
H -7.7021 -6.8216 0.4640 -0.1 0.5 -0.5
H -9.1035 -1.6784 0.2450 0.3 -0.6 0.4
O -14.1979 -2.5442 0.8040 0.2 -0.1 0.0
H -13.4953 -1.8752 -1.4811 0.1 -0.1 0.1
H -12.9898 -4.6045 -5.5699 0.1 0.0 -0.3
C -13.8393 -0.3038 2.8403 0.6 0.3 0.4
H -20.3606 -6.2744 2.6323 -0.1 0.0 0.2
Hg -11.9793 -3.5165 0.0279 -1.2 -0.9 0.6
H -18.5473 -3.9068 -2.3677 0.5 -0.1 0.3
C -17.5313 0.6010 -3.3078 -0.7 -0.3 -0.4
C -18.3646 -6.2068 1.8731 -0.2 -1.1 -1.5
Br -14.9535 4.0133 -0.9562 0.1 -0.7 -0.4
C -11.9074 -0.8293 1.3164 -0.2 -0.4 -1.0
Br -13.2366 1.2178 -1.0844 -0.4 1.1 -1.1
C -13.7629 2.8798 -2.0401 0.6 0.3 1.0
C -20.2259 -8.0101 0.4400 -0.6 -0.3 0.8
H -14.9096 -2.3490 -4.7290 -0.5 -0.7 0.3
H -11.7265 -0.5723 4.1117 0.1 0.2 -0.4
H -17.3504 -4.3721 2.2822 -0.5 0.4 -0.5
H -18.8153 -6.6485 -2.3297 0.0 0.1 0.1
C -14.2074 -5.5912 -3.2938 -0.5 -1.6 -0.3
H -15.4356 -7.4488 -3.0426 0.7 -0.2 0.0
H -16.0282 -3.3340 2.8465 0.1 0.0 0.1
Br -12.4816 3.1033 1.4989 1.1 -0.1 0.5
H -15.9287 0.5120 -2.1079 0.1 -0.7 0.5
H -16.7424 -6.6767 3.2191 -0.2 0.5 0.1
H -8.4873 -6.0568 -3.2336 0.5 0.2 -0.1
H -6.9319 -4.8580 0.1376 -0.2 -0.3 0.7
H -16.5580 -1.6815 5.6399 -0.1 0.0 -0.3
H -11.4559 -2.1285 -3.3112 -0.5 0.3 0.2
H -18.5336 -4.8403 3.4631 0.4 -0.1 0.2
C -11.9196 -3.1169 -3.2655 0.3 -0.4 0.1
H -11.0578 -1.5001 1.1457 0.3 0.3 0.3
C -14.0313 -1.9540 -2.4385 1.9 0.4 1.3
Br -17.6326 -0.3504 3.7229 0.2 -0.4 1.3
H -6.6171 -3.2673 -0.1586 0.2 0.7 0.9
H -10.4991 -6.0075 -1.9697 0.1 -0.4 -0.6
O -10.1297 -3.9845 1.3283 -0.7 0.2 -0.1
C -19.5132 -6.9600 2.5767 1.0 -0.1 -0.1
Br -12.2469 4.0600 -2.4632 -0.2 -0.8 -0.1
H -20.0251 -0.3421 -2.5427 0.3 0.1 -0.3
H -19.1847 -4.1424 2.0869 0.3 -0.1 -1.0
C -18.8954 0.4551 -0.3588 -1.2 -0.6 1.0
H -11.4725 -3.6235 -4.1250 -0.4 -0.2 -0.1
N -9.7266 -4.5175 0.0612 -1.1 0.3 -1.7
H -10.9226 -1.9630 3.4520 -0.1 -0.1 -0.5
H -13.3128 -2.2725 -5.1916 0.4 -0.2 0.0
N -14.0871 -4.3297 -2.5665 -0.5 0.0 -1.0
Br -12.9944 -0.4054 7.5973 -0.1 -0.3 0.7
Br -9.7526 1.5809 2.8597 -0.4 0.4 -0.5
C -9.5866 -6.3993 -1.5084 0.0 1.1 0.0
H -11.4721 -3.6325 -2.4093 -0.1 0.0 0.1
H -16.2773 -6.0526 -2.6901 0.1 0.5 0.4
H -16.1271 -6.6349 1.6673 -0.4 -0.2 -0.7
H -12.7788 -5.2433 1.9412 0.0 0.2 0.2
H -15.0365 -6.5634 -1.5195 -0.1 -0.2 0.0
H -7.3290 -4.0365 -2.2482 -0.1 0.7 -0.1
H -11.1201 -7.7139 0.2395 0.7 0.0 -0.3
H -14.2407 2.6078 -2.9730 -0.1 0.0 0.2
H -20.3114 -1.7949 -1.7032 0.6 -0.2 0.3
H -11.6708 -1.4668 9.4181 0.0 -0.2 -0.2
H -18.5459 0.9863 -3.4478 0.1 0.3 0.1
H -16.5952 0.8642 0.7047 0.4 0.1 -0.1
C -18.3244 -1.7964 -2.6926 -0.5 1.7 -0.2
C -9.7957 -5.9759 -0.0441 2.7 -2.3 -0.6
H -7.5609 -3.7128 1.4084 0.1 0.2 -0.1
H -19.4999 1.0338 -1.0584 0.5 0.0 -0.4
H -15.4607 -2.6643 4.3376 0.6 0.0 0.0
C -16.6090 -0.1677 0.3431 -0.6 -0.1 0.7
Hg -16.0134 -3.5772 -0.5456 -1.6 -0.7 1.3
C -19.8168 -1.4092 -2.5997 -1.0 -0.5 0.4
C -13.7645 -5.0712 2.3672 -1.2 0.7 0.3
C -17.5073 -1.1727 5.5275 -0.6 0.1 -0.5
C -12.6410 -1.6984 8.9980 -0.3 -0.7 0.1
H -17.0868 -3.4617 -3.3577 0.1 -0.1 0.1
C -12.8917 -6.3942 -3.4100 0.7 0.2 0.1
C -19.6383 -6.9486 -1.6782 0.9 -0.1 -0.4
H -20.0949 -7.8194 -2.1565 -0.2 0.0 0.1
Br -17.4997 0.1354 6.9856 -0.3 -0.4 -0.6
H -14.3679 0.2214 2.0458 -0.3 -0.5 -0.1
C -19.9561 -8.2511 1.9126 -0.5 0.2 0.2
N -13.4929 -2.6438 2.0472 2.3 -0.4 0.4
H -14.4948 -0.7305 3.6005 -0.4 -0.1 -0.5
C -18.1351 -3.2486 -3.1367 -0.8 0.1 0.5
H -19.2982 -9.1041 2.0904 0.3 0.2 0.0
H -11.2779 -6.4758 1.4037 -0.2 0.2 -0.1
N -17.6392 -1.5548 -1.4026 0.1 -0.7 0.2
C -13.4731 -3.1527 -3.2184 -1.0 0.8 -0.5
C -8.3892 -5.7743 -2.1835 -0.6 0.2 0.4
H -19.6130 -0.2598 0.0578 0.3 -0.6 -0.4
C -11.0807 -6.6288 0.3392 -1.9 0.3 1.1
H -19.1389 -7.2168 3.5715 -0.3 0.3 0.3

***

12
Properties=species:S:1:pos:R:3:forces:R:3 method="wB97M-V/def2-TZVPD" homo_energy_ha="-0.975 / -1.060" s_squared=6.0119 spin_multiplicity=5 relative_energy_ev=1.0138 charge=+4
Cl -0.8536 1.4348 0.1114 -1.3 0.7 -1.2
C 0.2253 0.7202 -2.7189 3.9 6.0 -6.3
O 0.5328 -2.8351 -3.1257 -2.3 5.2 2.8
O 0.6778 1.4930 -3.4491 -2.2 -3.6 3.4
C -1.1613 -0.6005 3.0707 -3.3 -1.0 2.1
Rh -0.4748 -0.5032 -1.5588 -2.7 0.0 3.7
O 2.0666 3.0680 2.7754 -1.2 -4.1 -1.1
Cl -1.5225 -2.1939 -0.2577 -0.4 -0.5 0.2
C 0.1200 -1.8871 -2.5904 3.3 -7.5 -5.0
C 1.7123 2.0256 2.4760 1.8 5.4 1.9
O -2.0969 -0.9522 3.6264 3.6 1.3 -2.1
In 0.7744 0.2303 1.6407 0.6 -1.8 1.7

***

12
Properties=species:S:1:pos:R:3:forces:R:3 method="wB97M-V/def2-TZVPD" homo_energy_ha="-0.915 / -0.897" s_squared=0.7530 spin_multiplicity=2 relative_energy_ev=2.6130 charge=+4
Cl 1.6722 -2.2347 -4.1166 -1.1 -0.8 1.4
O -0.4009 0.1797 2.5698 -2.4 -0.1 -5.7
C -1.3871 -3.3522 -2.5312 -9.1 -3.5 -0.3
O -1.3652 -1.0042 -1.6729 2.0 -4.3 -1.8
O 1.5829 1.4867 -0.2808 -6.8 -0.4 -0.7
C 0.4236 1.3877 -0.3973 11.7 1.9 1.0
La -1.7857 0.7390 -0.5693 -7.5 2.7 -2.1
Ti 0.5097 -3.3089 -2.6154 5.2 -0.1 -2.1
C -0.6825 -2.0332 -2.0468 -1.2 1.9 0.3
C -0.7706 0.1186 1.4657 3.5 -0.5 9.6
O -2.3981 -3.9817 -2.7073 5.3 3.5 0.7
Cl 1.5837 -1.4930 1.9338 0.4 -0.3 -0.2

***

10
Properties=species:S:1:pos:R:3:forces:R:3 method="wB97M-V/def2-TZVPD" homo_energy_ha="-0.347 / -0.345" relative_energy_ev=1.7535
C -0.2876 -1.0021 -0.1527 0.5 2.0 -0.3
N -1.1213 2.1446 1.7943 -0.2 0.5 0.2
N 1.2434 0.2461 -1.9392 0.1 1.4 -0.3
C -0.4269 0.1471 0.3997 0.8 3.0 -1.0
S 0.9283 -1.2289 -1.4921 0.1 -2.1 -0.1
C -1.1321 -2.0429 0.1755 -0.5 -2.6 0.9
C -0.8496 1.2508 1.1230 0.0 -1.6 0.0
S 1.1197 1.5549 -1.1448 -0.9 -1.1 1.1
Cl 2.2106 1.8958 0.6441 0.3 -0.1 -0.1
N -1.6844 -2.9655 0.5923 -0.1 0.4 -0.4

***

31
Properties=species:S:1:pos:R:3:forces:R:3 method="wB97M-V/def2-TZVPD" homo_energy_ha=-0.279 relative_energy_ev=1.0149 charge=-1
F 0.7733 -24.8385 -0.1765 -0.3 0.5 -0.8
O -1.3664 -27.8211 -6.7030 1.0 0.5 0.7
O 0.7424 -25.4640 -7.5881 -1.4 0.0 2.0
O -2.1042 -27.4173 -4.3920 2.0 0.1 -0.8
S -0.2556 -25.1381 -6.5401 2.2 3.3 -5.7
Rb 1.5296 -25.7047 -2.8375 -0.1 -0.1 -0.3
S 3.9270 -27.0896 -0.1818 -1.6 -3.8 4.1
F 1.3050 -25.3950 1.7684 0.1 1.1 0.6
O 3.5976 -23.1511 -0.2727 -0.6 -2.3 -0.1
F 1.5861 -23.5738 -5.3499 0.6 0.3 0.4
F -0.4812 -22.8802 -5.1468 0.3 0.2 0.7
F 6.2783 -28.2696 -0.1567 -0.3 2.2 0.5
O 3.5579 -27.2804 1.2416 0.9 0.4 -2.4
S -1.0165 -27.3864 -5.3729 -1.6 0.2 0.9
F 1.5322 -28.6709 -5.1933 -2.5 -0.2 0.9
F -0.2948 -29.9774 -5.0842 0.8 1.5 0.7
C 5.8111 -26.9466 -0.1043 0.3 -1.5 -0.1
F 0.2258 -28.6435 -3.3825 0.4 -0.5 -0.5
F 0.5034 -22.6775 -7.0451 0.5 -0.3 0.7
C 0.4140 -23.4565 -5.9443 -1.9 -1.0 -1.8
S 3.3988 -24.4555 0.3746 0.9 1.4 1.0
F 1.1534 -23.2143 1.2094 0.2 -1.0 0.3
N 3.4261 -25.7752 -0.8084 0.0 4.2 1.7
O -1.5816 -24.8674 -7.0045 -0.4 0.2 -0.1
C 1.5247 -24.4478 0.8606 1.0 -1.0 -0.4
O 3.4935 -28.1889 -1.0495 1.4 1.5 0.2
F 6.1580 -26.3344 -1.2222 0.7 0.1 -0.3
C 0.2132 -28.7756 -4.7132 0.6 0.6 -1.2
N -0.2094 -25.8691 -5.2338 -0.5 -5.2 3.1
O 4.1242 -24.5872 1.6564 -1.4 -0.4 -2.7
F 6.3835 -26.2735 0.9302 -1.1 -1.3 -1.2

***

71
Properties=species:S:1:pos:R:3:forces:R:3 method="wB97M-V/def2-TZVPD" homo_energy_ha=0.042 charge=-5
F -2.0232 -6.6150 -0.0545 0.5 -0.2 0.5
F -2.4949 -2.8143 -3.3438 -0.2 -0.2 -0.3
F -1.0611 0.8496 -0.8016 -0.3 0.3 0.0
O -2.5622 -0.5166 -3.8484 -1.2 0.2 -0.7
O 2.6428 0.2013 -6.0700 0.7 -1.0 0.6
N 0.4240 5.8444 3.0018 2.8 4.3 0.4
N -4.7701 -2.0786 -3.5626 3.2 1.6 1.2
S 3.9435 -0.4417 -5.9566 -0.9 1.5 -1.8
S 1.3163 -0.1969 -1.3464 -2.4 -0.3 0.4
N -1.5233 -4.7665 1.4412 -1.5 -1.3 -2.9
O -2.3470 1.9708 6.1041 0.4 -1.1 -0.4
O -0.9106 5.0665 -2.2632 0.2 -0.2 -0.1
F -4.4022 3.7712 -2.5786 -0.5 0.0 0.0
O -0.0986 -2.9431 0.5427 -0.8 0.2 -1.1
O 4.0163 -4.1784 5.0532 0.0 0.1 -1.2
C 0.0691 0.7126 -0.1677 1.7 -1.7 -1.1
F -0.6998 -2.9695 2.7708 -0.1 -1.0 -0.3
S -2.3245 5.4165 -2.1859 -0.2 0.5 1.3
K 1.7204 3.5465 -1.9027 -1.0 0.0 0.4
O -5.6887 -0.2820 -1.9374 0.4 -0.6 -1.1
F -0.5077 -0.3942 4.4461 0.2 0.0 0.1
O -2.4085 -2.3540 1.3840 -0.1 -1.0 -1.6
F 0.1475 3.5685 2.7936 -0.2 0.2 -0.1
S 1.6616 6.9724 2.8158 -0.6 1.0 1.2
F 0.6663 1.8932 0.0083 -0.2 1.0 0.7
F 2.8329 -1.6296 -3.8691 0.6 -0.8 -0.1
S -1.9283 -4.9828 -0.1231 -2.3 -5.1 -1.1
S -5.5349 -0.7580 -3.2940 -5.2 2.6 -0.6
F 4.5778 -6.2823 4.1334 -0.2 -0.1 -0.3
O 0.4612 -1.2379 -1.9099 1.1 -0.1 -0.1
S 0.9571 4.7432 2.0885 -2.7 -5.8 -2.9
O 2.4291 -0.7064 -0.5250 0.3 0.4 -0.6
F 2.6051 -3.3978 0.9326 0.1 -0.2 -0.7
O 5.0248 0.5202 -6.0730 0.6 -0.4 0.7
O 2.2821 7.1613 1.5107 -0.6 -0.7 1.5
O 2.2855 4.2213 2.2453 0.7 1.1 -0.3
C -3.1362 3.6776 -2.1868 1.1 0.7 -0.8
K 5.0488 -1.2940 -0.9046 -0.8 0.1 0.6
C 4.0259 -1.0700 -4.1843 -2.2 1.1 -1.4
F 0.7949 8.3135 2.9394 -0.2 -0.2 0.1
F -2.3128 0.4563 3.5977 0.2 0.3 -0.2
F 4.9970 -1.9717 -4.0469 0.4 -0.2 0.9
O -3.3019 -4.7810 -0.5334 1.7 1.2 0.5
O 6.0088 -4.4738 3.6201 -2.0 0.2 -0.2
C -1.8216 -0.2938 4.5775 -1.0 0.7 1.2
O -3.7782 0.0106 6.3457 0.8 0.0 -0.2
O -2.7530 6.0611 -0.9496 0.2 -0.9 -0.3
S -1.2952 -3.2459 1.2740 3.0 6.2 5.7
N 3.6210 -4.8162 2.4484 2.5 1.1 3.2
O 4.7546 -2.6972 1.5608 0.3 0.3 0.2
S 4.5729 -4.6986 3.8341 1.8 -2.8 1.0
O 1.6595 0.8575 -2.3020 0.5 0.0 0.5
S 3.5651 -3.2514 2.1719 -3.7 1.8 -2.2
S -3.2811 -1.4323 -3.0217 3.7 -3.1 0.5
O 4.1266 -1.6188 -6.7954 0.0 -0.2 0.9
O 2.7439 -2.4774 3.0587 1.8 -0.4 -0.2
S -2.3971 0.5139 6.2734 -1.1 0.5 0.8
O 0.3602 4.7760 0.7552 1.6 0.2 1.1
F -2.3875 -1.4949 4.4451 0.3 -0.2 0.4
F 4.1301 -0.0693 -3.2945 1.2 -0.3 0.0
K 1.2522 -3.8248 -2.4654 -0.9 0.8 0.7
F -2.4844 2.8962 -3.0791 -0.3 0.3 0.2
O -5.4708 0.2575 -4.3320 0.3 -0.9 0.8
F -0.0989 0.0939 0.9795 0.0 0.3 0.0
O 2.4689 7.0281 4.0179 -0.3 0.0 -1.2
O -0.8590 -4.8769 -1.0815 -0.1 0.5 -0.2
O -3.0449 -1.3125 -1.6205 -1.2 0.0 -0.3
O -1.5613 0.0422 7.3913 0.0 -0.2 -1.2
F -7.0171 -1.4162 -3.6043 0.2 0.1 0.1
F -3.0773 3.0720 -1.0164 -0.1 0.2 0.3
O -2.8300 6.1462 -3.3308 -0.1 -0.5 -0.9